A molecular structure, C25H23AlBF2N5OS2 at a distorted geometry. Source: the OMol25 dataset; level of theory: wB97M-V/def2-TZVPD.

LUMO level (alpha / beta) = 4.05 / 4.05 eV
HOMO-LUMO gap (alpha / beta) = 3.506 / 2.898 eV
total charge = -2
strongest force on any atom = 1.68 eV/Å

Last column: Löwdin charge in e.
CARTESIAN COORDINATES (ANGSTROEM)
1 Al 0.1663 -0.1131 0.1435  -0.074
2 C -2.1974 2.0100 3.0551  -0.052
3 C -1.5087 0.8637 2.3590  -0.264
4 N -0.9723 1.1097 1.1489  -0.066
5 N -1.0452 2.3562 0.6789  -0.090
6 C -0.7434 2.5705 -0.5644  -1.236
7 S -0.2924 1.2405 -1.6528  0.677
8 S -0.8205 4.1297 -1.1792  0.570
9 C -3.0584 4.7525 -0.3719  -0.188
10 C -4.0844 4.0775 -1.0248  -0.345
11 C -4.4893 2.7673 -0.6433  -0.056
12 C -5.5279 2.1277 -1.2666  -0.139
13 C -6.2321 2.7373 -2.3052  -0.167
14 C -5.8371 4.0063 -2.7218  -0.158
15 C -4.7949 4.6559 -2.1125  -0.085
16 C -1.4247 -0.4045 2.9861  -0.133
17 C -2.0136 -0.6273 4.2516  -0.074
18 C -1.9150 -1.8351 4.9063  -0.166
19 C -1.2265 -2.8966 4.3410  -0.165
20 C -0.6317 -2.7124 3.0969  -0.059
21 C -0.7181 -1.5086 2.4206  -0.287
22 O -0.1375 -1.3955 1.2301  -0.047
23 H -2.1695 2.8689 2.3891  0.046
24 H -1.6888 2.2746 3.9832  0.075
25 H -3.2380 1.7713 3.2803  0.069
26 H -2.8668 5.7907 -0.5877  0.028
27 H -2.6868 4.3852 0.5669  0.013
28 H -3.9454 2.2703 0.1477  0.098
29 H -5.8185 1.1327 -0.9427  0.086
30 H -7.0565 2.2244 -2.7881  0.066
31 H -6.3723 4.4866 -3.5383  0.080
32 H -4.4908 5.6357 -2.4622  0.092
33 H -2.5642 0.1731 4.7242  0.080
34 H -2.3787 -1.9500 5.8803  0.076
35 H -1.1513 -3.8501 4.8523  0.069
36 H -0.0968 -3.5223 2.6207  0.096
37 F 1.2724 1.2575 2.8764  0.233
38 B 2.0906 1.2891 1.8273  -0.824
39 F 3.0845 2.1868 2.0384  0.181
40 N -0.5585 -2.5058 -3.3432  0.062
41 C -1.7407 -2.5272 -2.6365  -0.082
42 C -1.4586 -1.9925 -1.4173  -0.121
43 N -0.1521 -1.6258 -1.3647  0.004
44 C 0.3745 -1.9388 -2.5281  -0.153
45 H -0.4454 -2.7267 -4.3176  0.145
46 H -2.6496 -2.9068 -3.0582  0.103
47 H -2.1064 -1.8312 -0.5786  0.123
48 H 1.3888 -1.7647 -2.8229  0.122
49 N 2.0015 0.4799 0.6984  0.171
50 C 3.1397 0.2909 -0.0665  -0.263
51 C 4.4140 0.1923 0.5078  -0.032
52 C 5.5386 0.0209 -0.2758  -0.115
53 C 5.4302 -0.0849 -1.6536  -0.143
54 C 4.1692 -0.0216 -2.2295  -0.113
55 C 3.0460 0.1500 -1.4522  -0.059
56 H 4.5031 0.2663 1.5828  0.109
57 H 6.5141 -0.0281 0.1970  0.089
58 H 6.3082 -0.1858 -2.2817  0.079
59 H 4.0671 -0.0883 -3.3060  0.091
60 H 2.0675 0.2384 -1.8973  0.025